Entry from the OMol25 dataset: a 2-piece molecular cluster, C8H16N2 overall in a non-equilibrium geometry (ωB97M-V/def2-TZVPD).

Its spin multiplicity is 1. As for the SMILES: CCc1c[nH]cn1.CCC. The relative energy (zero: lowest compared OMol25 entry of this formula, charge and spin) is 15.88 kcal/mol. The value obtained for the LUMO energy is 0.904 eV. The calculation puts the HOMO energy at -8.56 eV.

Cartesian coordinates (Å):
C (1.38, 0.21, -1.85)
C (0.25, -0.32, -0.98)
C (-0.88, -0.86, -1.82)
C (-1.13, -2.20, -1.99)
N (-2.12, -2.25, -2.95)
C (-2.38, -0.98, -3.33)
N (-1.61, -0.13, -2.70)
H (1.02, 0.98, -2.53)
H (1.71, -0.62, -2.49)
H (2.23, 0.47, -1.22)
H (0.54, -1.02, -0.19)
H (-0.22, 0.44, -0.35)
H (-0.68, -3.04, -1.49)
H (-2.66, -3.07, -3.16)
H (-3.13, -0.67, -4.03)
C (-0.54, 1.42, 2.55)
C (0.90, 1.73, 2.85)
C (1.80, 0.53, 3.14)
H (-0.87, 0.54, 3.11)
H (-1.22, 2.27, 2.48)
H (-0.74, 1.04, 1.53)
H (1.33, 2.42, 2.12)
H (0.91, 2.40, 3.72)
H (1.79, -0.10, 2.24)
H (2.84, 0.78, 3.34)
H (1.47, 0.01, 4.04)

---

Entry from the OMol25 dataset: one molecule with the formula C8H16N2O in a non-equilibrium geometry (ωB97M-V/def2-TZVPD).

Its spin multiplicity is 1. As for the SMILES: O=NN1CCCCCCCC1. The relative energy (zero: lowest compared OMol25 entry of this formula, charge and spin) is 97.57 kcal/mol. The value obtained for the LUMO energy is 0.791 eV. The calculation puts the HOMO energy at -9.18 eV.

Cartesian coordinates (Å):
O (-2.86, -0.15, -1.45)
N (-1.80, -0.79, -1.39)
N (-1.22, -0.97, -0.20)
C (-0.14, -1.96, -0.11)
C (1.14, -1.52, 0.50)
C (2.15, -0.65, -0.36)
C (1.66, 0.66, -1.04)
C (0.81, 1.76, -0.30)
C (-0.81, 1.73, -0.10)
C (-1.29, 1.06, 1.23)
C (-1.81, -0.50, 1.02)
H (-0.39, -2.90, 0.38)
H (0.11, -2.08, -1.13)
H (0.78, -0.95, 1.44)
H (1.76, -2.31, 0.91)
H (2.95, -0.45, 0.34)
H (2.45, -1.26, -1.23)
H (2.42, 1.10, -1.73)
H (0.93, 0.33, -1.87)
H (1.08, 1.92, 0.67)
H (1.01, 2.59, -0.93)
H (-0.86, 2.82, -0.05)
H (-1.25, 1.41, -1.06)
H (-0.41, 0.95, 1.84)
H (-1.92, 1.71, 1.88)
H (-2.86, -0.43, 0.80)
H (-1.63, -1.13, 1.93)

---

Entry from the OMol25 dataset: one molecule with the formula C8H16N2O2 in a non-equilibrium geometry (ωB97M-V/def2-TZVPD).

Its spin multiplicity is 1. The relative energy (zero: lowest compared OMol25 entry of this formula, charge and spin) is 119.45 kcal/mol. The value obtained for the LUMO energy is -0.615 eV. The calculation puts the HOMO energy at -7.46 eV.

Cartesian coordinates (Å):
C (-0.01, -0.24, -1.26)
C (-0.80, -1.07, -0.26)
C (0.36, 1.06, 1.08)
C (-0.23, -2.46, 0.16)
C (-2.24, -0.79, -0.05)
C (-0.72, 1.19, 2.08)
C (0.66, 2.35, 0.26)
C (1.46, -0.42, -3.13)
N (0.22, -0.12, 0.26)
N (1.67, 0.72, 1.75)
O (1.77, 0.88, 2.94)
O (1.14, -0.88, -1.85)
H (-0.54, -3.31, -0.48)
H (-0.50, -2.76, 1.19)
H (0.86, -2.33, 0.09)
H (-2.51, 0.24, 0.03)
H (-2.61, -1.28, 0.71)
H (-2.75, -1.14, -0.96)
H (-0.39, 1.80, 2.92)
H (-0.99, 0.33, 2.49)
H (-1.66, 1.65, 1.66)
H (1.59, 2.15, -0.15)
H (0.83, 3.26, 0.92)
H (-0.18, 2.73, -0.47)
H (1.02, -0.97, -4.05)
H (2.58, -0.48, -3.21)
H (0.99, 0.64, -3.18)
H (0.99, -0.75, 0.51)

---

Entry from the OMol25 dataset: C8H16N2O2S2 as an isolated structure in a non-equilibrium geometry (ωB97M-V/def2-TZVPD).

Its spin multiplicity is 1. The relative energy (zero: lowest compared OMol25 entry of this formula, charge and spin) is 74.70 kcal/mol. The value obtained for the LUMO energy is 0.552 eV. The calculation puts the HOMO energy at -8.95 eV.

Cartesian coordinates (Å):
C (0.32, 2.93, -0.79)
C (-1.71, 1.92, 0.30)
C (-2.28, 0.75, 1.21)
C (-3.03, -0.24, 0.28)
C (0.57, -1.76, 0.71)
C (1.26, -0.93, -0.49)
C (2.50, -0.18, 0.10)
C (4.88, 0.27, 0.01)
H (1.45, 2.33, -1.18)
H (-0.39, 2.68, -1.66)
H (0.59, 4.13, -0.38)
H (0.12, 1.64, 1.24)
H (-1.31, 0.21, 1.51)
H (-2.95, 1.11, 1.95)
H (-3.61, -0.96, 0.78)
H (-3.74, 0.33, -0.37)
H (0.46, -1.15, 1.63)
H (1.24, -2.73, 0.90)
H (0.55, -0.28, -0.97)
H (1.47, -1.70, -1.18)
H (3.52, -1.07, -1.24)
H (4.55, 0.55, 0.99)
H (5.06, 1.28, -0.55)
H (5.85, -0.35, 0.12)
N (-0.37, 2.17, 0.41)
N (3.70, -0.48, -0.44)
O (-2.53, 2.40, -0.40)
O (2.28, 0.74, 0.82)
S (-2.02, -1.17, -0.95)
S (-1.06, -2.54, 0.15)

---

Entry from the OMol25 dataset: one molecule with the formula C8H16N2O3 in a non-equilibrium geometry (ωB97M-V/def2-TZVPD).

Its spin multiplicity is 1. As for the SMILES: CC[C@H](C)[C@H](NC(=O)CN)C(=O)O. The relative energy (zero: lowest compared OMol25 entry of this formula, charge and spin) is 70.84 kcal/mol. The value obtained for the LUMO energy is 0.571 eV. The calculation puts the HOMO energy at -9.65 eV.

Cartesian coordinates (Å):
C (0.67, 2.75, 0.00)
C (1.16, 1.27, -0.42)
C (0.73, 0.14, 0.58)
C (1.84, -0.25, 1.63)
C (0.15, -1.11, -0.19)
N (-0.96, -1.80, 0.57)
C (-2.25, -1.44, 0.17)
O (-3.31, -1.83, 0.71)
C (-2.46, -0.39, -0.98)
N (-2.19, 1.06, -0.45)
C (1.30, -2.28, -0.43)
O (1.17, -3.47, -0.18)
O (2.32, -1.79, -1.24)
H (-0.14, 3.05, -0.63)
H (1.44, 3.55, -0.38)
H (0.62, 2.90, 1.05)
H (0.81, 1.27, -1.42)
H (2.27, 1.28, -0.39)
H (-0.08, 0.67, 1.27)
H (2.55, -0.91, 1.30)
H (2.22, 0.67, 2.13)
H (1.29, -0.79, 2.38)
H (-0.13, -0.65, -1.20)
H (-0.77, -2.72, 0.95)
H (-3.50, -0.57, -1.40)
H (-1.71, -0.52, -1.72)
H (-2.91, 1.66, -0.88)
H (-2.25, 1.14, 0.58)
H (2.13, -0.86, -1.44)

---

Entry from the OMol25 dataset: one molecule with the formula C8H16N2O3 in a non-equilibrium geometry (ωB97M-V/def2-TZVPD).

Its spin multiplicity is 1. As for the SMILES: CC[C@H](C)[C@H](NC(=O)CN)C(=O)O. The relative energy (zero: lowest compared OMol25 entry of this formula, charge and spin) is 71.09 kcal/mol. The value obtained for the LUMO energy is 0.432 eV. The calculation puts the HOMO energy at -9.19 eV.

Cartesian coordinates (Å):
C (-1.14, 2.56, -0.90)
C (-0.93, 0.98, -0.65)
C (-0.97, 0.41, 0.75)
C (-0.04, 1.32, 1.65)
C (-0.81, -1.11, 0.82)
N (0.43, -1.50, 0.18)
C (1.70, -1.22, 0.46)
O (1.97, -0.80, 1.61)
C (2.64, -1.37, -0.67)
N (3.17, -0.11, -1.09)
C (-1.91, -1.81, -0.01)
O (-1.68, -2.86, -0.62)
O (-3.14, -1.24, 0.00)
H (-0.28, 3.17, -0.57)
H (-1.15, 2.97, -1.90)
H (-2.03, 2.89, -0.49)
H (-1.69, 0.57, -1.25)
H (-0.08, 0.63, -1.29)
H (-2.05, 0.57, 1.07)
H (0.57, 0.67, 2.43)
H (0.57, 1.90, 0.96)
H (-0.64, 2.03, 2.16)
H (-1.12, -1.42, 1.76)
H (0.30, -2.59, -0.03)
H (2.15, -1.82, -1.56)
H (3.53, -2.02, -0.44)
H (4.00, 0.19, -0.54)
H (2.45, 0.62, -1.20)
H (-3.84, -1.60, -0.65)

---

Entry from the OMol25 dataset: one molecule with the formula C8H16N2O3S2 in a non-equilibrium geometry (ωB97M-V/def2-TZVPD).

Its spin multiplicity is 1. As for the SMILES: CSCC[C@H](N)C(=O)N[C@@H](CS)C(=O)O. The relative energy (zero: lowest compared OMol25 entry of this formula, charge and spin) is 102.82 kcal/mol. The value obtained for the LUMO energy is 0.195 eV. The calculation puts the HOMO energy at -9.05 eV.

Cartesian coordinates (Å):
C (5.27, -1.51, -0.40)
S (5.07, 0.31, -0.15)
C (3.21, 0.61, -0.58)
C (2.24, -0.38, 0.11)
C (0.78, 0.15, -0.13)
N (0.52, 1.61, 0.21)
C (-0.09, -0.67, 0.79)
O (0.38, -1.20, 1.76)
N (-1.44, -0.57, 0.71)
C (-2.03, 0.06, -0.41)
C (-3.05, -0.86, -1.04)
S (-4.41, -1.59, -0.19)
C (-2.65, 1.59, 0.01)
O (-3.79, 1.78, -0.12)
O (-1.69, 2.51, 0.25)
H (4.97, -2.11, 0.47)
H (4.42, -1.86, -1.34)
H (6.37, -1.88, -0.72)
H (3.16, 0.39, -1.57)
H (2.73, 1.68, -0.30)
H (2.41, -0.46, 1.24)
H (2.19, -1.45, -0.14)
H (0.57, -0.09, -1.24)
H (0.88, 2.03, -0.66)
H (1.15, 1.82, 1.13)
H (-2.13, -0.72, 1.47)
H (-1.04, 0.18, -1.03)
H (-3.64, -0.43, -1.85)
H (-2.62, -1.85, -1.56)
H (-4.12, -2.95, -0.41)
H (-0.80, 2.12, 0.43)

---

Entry from the OMol25 dataset: one molecule with the formula C8H16N2O4 in a non-equilibrium geometry (ωB97M-V/def2-TZVPD).

Its spin multiplicity is 1. As for the SMILES: O=C(CCC(=O)NCCO)NCCO. The relative energy (zero: lowest compared OMol25 entry of this formula, charge and spin) is 96.70 kcal/mol. The value obtained for the LUMO energy is 0.070 eV. The calculation puts the HOMO energy at -9.21 eV.

Cartesian coordinates (Å):
O (-3.18, 0.57, 1.20)
C (-2.20, -0.14, 1.02)
C (-2.07, -1.33, -0.07)
C (-2.05, -0.78, -1.48)
C (-0.68, -0.76, -2.12)
O (-0.13, -1.49, -2.96)
N (0.21, 0.25, -1.65)
C (1.61, 0.26, -2.06)
C (2.37, -0.90, -1.35)
O (1.86, -0.71, 0.07)
N (-1.01, 0.16, 1.53)
C (-0.73, 1.37, 2.28)
C (0.84, 1.66, 2.24)
O (1.35, 1.79, 1.07)
H (-3.09, -1.84, 0.06)
H (-1.35, -2.19, 0.00)
H (-2.82, -1.52, -2.01)
H (-2.45, 0.33, -1.37)
H (0.18, 0.34, -0.38)
H (2.04, 1.20, -1.83)
H (1.62, -0.09, -3.14)
H (3.44, -0.70, -1.30)
H (2.12, -1.86, -1.68)
H (2.77, -0.89, 0.64)
H (-0.26, -0.65, 1.70)
H (-1.10, 2.26, 1.73)
H (-1.10, 1.23, 3.35)
H (0.89, 2.57, 2.76)
H (1.37, 1.01, 2.94)
H (1.54, 0.85, 0.79)

---

- HOMO energy of number 3 (C8H16N2O2)?
  -7.46 eV